(1)
{
  "formula": "C5H39N2O12",
  "method": "ωB97M-V/def2-TZVPD",
  "elements": ["C", "C", "C", "C", "C", "N", "N", "H", "H", "H", "H", "H", "H", "H", "H", "H", "H", "H", "H", "H", "H", "H", "H", "H", "O", "H", "H", "O", "H", "H", "O", "H", "H", "O", "H", "H", "O", "H", "H", "O", "H", "H", "O", "H", "H", "O", "H", "H", "O", "H", "H", "O", "H", "H", "O", "H", "H", "O"],
  "xyz": [[1.522, -3.357, 0.138], [0.444, -3.325, -1.022], [0.333, -2.026, -1.825], [-0.386, -0.841, -1.008], [-0.845, 0.364, -1.803], [-2.203, 0.908, -1.283], [2.475, -2.057, 0.297], [2.253, -4.137, 0.087], [0.975, -3.284, 1.118], [-0.645, -3.301, -0.677], [0.450, -4.272, -1.561], [1.157, -1.602, -2.193], [-0.123, -2.036, -2.789], [0.204, -0.727, -0.104], [-1.450, -1.369, -0.672], [-0.132, 1.191, -1.821], [-1.112, 0.135, -2.833], [-2.126, 1.679, -0.394], [-2.767, 0.151, -0.822], [2.887, -1.951, -0.612], [3.128, -2.115, 1.154], [1.824, -1.188, 0.406], [-1.353, 3.631, 1.105], [-2.792, 3.055, 1.577], [-1.865, 2.852, 1.318], [-3.716, -0.830, -2.887], [-3.922, 0.585, -2.509], [-4.141, -0.414, -2.211], [-0.258, 3.651, -2.927], [-0.541, 2.707, -1.851], [0.336, 3.171, -2.182], [-4.262, -0.307, 0.905], [-4.052, -1.153, -0.344], [-3.736, -1.129, 0.669], [3.495, 0.701, -3.373], [2.302, -0.127, -3.507], [3.147, -0.070, -3.325], [-2.247, 0.143, 4.228], [-3.257, 0.795, 3.540], [-2.356, 0.939, 3.768], [2.820, 1.735, 0.561], [1.731, 0.808, 0.411], [2.672, 0.847, 0.221], [2.666, 0.890, 2.483], [3.415, 2.201, 2.336], [3.584, 1.203, 2.417], [-1.383, -2.526, 2.442], [-1.912, -1.514, 1.181], [-1.315, -1.517, 1.849], [3.412, -1.229, 2.830], [3.994, -0.387, 1.747], [3.833, -1.245, 2.008], [-0.483, 0.354, 1.396], [-0.173, 1.709, 2.020], [0.272, 0.941, 1.631], [-0.075, 4.459, -0.508], [0.343, 3.736, 0.772], [-0.049, 4.494, 0.427]],
  "spin_multiplicity": 2,
  "max_force_ev_per_a": 9.23,
  "e_lumo_ev": [-5.97, -11.21],
  "homo_ha": [-0.5971, -0.5971],
  "mol_weight_g_mol": 319.37,
  "charge": 2,
  "energy_ev": -33344.6523,
  "orbital_gap_ev": [10.28, 5.04],
  "relative_energy_kj_mol": 703.31
}

(2)
{
  "formula": "C5H39N2O14",
  "method": "ωB97M-V/def2-TZVPD",
  "elements": ["C", "N", "C", "C", "C", "N", "C", "O", "H", "H", "H", "H", "H", "H", "H", "H", "H", "H", "H", "H", "H", "H", "H", "O", "H", "H", "O", "H", "H", "O", "H", "H", "O", "H", "H", "O", "H", "H", "O", "H", "H", "O", "H", "H", "O", "H", "H", "O", "H", "H", "O", "H", "H", "O", "H", "H", "O", "H", "H", "O"],
  "xyz": [[0.228, -1.080, 0.355], [1.495, -1.473, -0.283], [1.619, -2.939, -0.339], [0.138, 0.474, 0.389], [-1.182, 0.914, -0.260], [0.236, 0.890, 1.804], [0.624, 2.251, 2.033], [-0.294, 3.237, 1.500], [0.126, -1.456, 1.377], [-0.622, -1.465, -0.243], [2.299, -1.131, 0.237], [0.792, -3.354, -0.949], [1.555, -3.433, 0.616], [2.585, -3.155, -0.822], [0.986, 0.906, -0.154], [-2.008, 0.620, 0.406], [-1.317, 0.415, -1.216], [-1.289, 2.005, -0.398], [-0.801, 0.618, 2.335], [1.568, 2.545, 1.541], [0.671, 2.404, 3.133], [-1.209, 2.901, 1.546], [-2.617, 0.494, 3.220], [-1.990, 0.071, 2.678], [1.704, 3.154, -0.745], [0.338, 3.454, -0.095], [0.843, 3.553, -0.950], [-1.368, -1.298, 3.408], [-0.044, -2.023, 3.731], [-0.988, -2.190, 3.680], [0.082, -1.689, -2.273], [-1.340, -2.286, -2.286], [-0.603, -1.972, -2.884], [2.003, -0.414, -1.950], [1.602, 0.873, -2.717], [2.382, 0.379, -2.411], [-3.682, 0.256, -1.315], [-3.203, 0.071, -2.745], [-3.943, -0.169, -2.123], [-1.399, -0.612, -3.560], [-1.140, 0.901, -3.415], [-1.827, 0.282, -3.735], [3.343, 0.883, 0.706], [2.624, 0.493, 1.958], [3.400, 0.264, 1.458], [-2.557, -1.136, 1.771], [-2.185, -2.655, 1.959], [-2.693, -2.064, 1.384], [0.404, 2.541, -3.720], [0.321, 2.518, -2.199], [0.206, 1.939, -2.979], [2.869, 1.361, -1.257], [3.980, 2.407, -0.897], [3.137, 2.075, -0.585], [2.063, -1.560, 2.772], [1.083, -0.431, 3.172], [1.596, -1.191, 3.522], [-3.303, -1.888, -1.571], [-2.628, -2.496, -0.324], [-2.671, -2.586, -1.294]],
  "max_force_ev_per_a": 1.75,
  "e_lumo_ev": 2.42,
  "homo_ha": -0.2206,
  "mol_weight_g_mol": 351.37,
  "charge": -1,
  "energy_ev": -37467.8715,
  "orbital_gap_ev": 8.43,
  "relative_energy_kj_mol": 0.00
}

(3)
{
  "formula": "C5H39N2O14",
  "method": "ωB97M-V/def2-TZVPD",
  "elements": ["C", "C", "C", "C", "C", "N", "N", "H", "H", "H", "H", "H", "H", "H", "H", "H", "H", "H", "H", "H", "O", "H", "H", "O", "H", "H", "O", "H", "H", "O", "H", "H", "O", "H", "H", "O", "H", "H", "O", "H", "H", "O", "H", "H", "O", "H", "H", "O", "H", "H", "O", "H", "H", "O", "H", "H", "O", "H", "H", "O"],
  "xyz": [[1.165, -1.756, -0.464], [0.130, -0.986, -1.272], [-0.169, 0.437, -0.773], [-0.133, 1.457, -1.610], [-1.154, 1.581, 0.960], [-0.357, 0.643, 0.645], [2.301, -0.709, -0.214], [0.840, -2.164, 0.545], [1.646, -2.498, -1.107], [-0.727, -1.622, -1.097], [0.467, -1.048, -2.306], [-0.179, 1.437, -2.736], [-0.023, 2.470, -1.243], [-1.497, 2.357, 0.312], [-1.372, 1.772, 2.037], [2.629, -0.198, -1.028], [2.378, -0.141, 0.631], [3.122, -1.343, -0.068], [0.290, 5.275, -0.228], [1.118, 4.700, 0.915], [0.997, 4.649, -0.037], [0.883, 0.165, 2.520], [1.523, 0.617, 3.891], [0.763, 0.744, 3.314], [-1.297, -3.156, 1.246], [-1.445, -4.347, 2.361], [-1.199, -3.437, 2.175], [-1.070, -2.754, -2.957], [-0.118, -4.031, -2.678], [-0.165, -3.097, -2.886], [2.906, -1.418, 2.743], [3.297, -0.055, 3.059], [3.482, -0.721, 2.371], [1.876, 3.500, -3.540], [1.332, 4.074, -2.150], [1.106, 3.661, -2.987], [-2.836, -1.635, 0.063], [-2.925, -2.276, -1.209], [-2.649, -2.524, -0.303], [2.858, 1.898, -2.199], [2.188, 1.101, -3.230], [2.927, 1.023, -2.610], [-4.044, -1.202, -2.955], [-2.596, -0.684, -2.875], [-3.134, -1.479, -2.783], [0.150, -2.371, 3.138], [0.552, -1.732, 4.357], [0.904, -1.834, 3.465], [-3.960, 0.322, 1.149], [-2.649, -0.218, 1.605], [-3.110, 0.054, 0.775], [-2.005, -0.517, 3.834], [-2.737, -1.765, 3.284], [-2.572, -0.828, 3.123], [-3.779, 1.635, -1.577], [-2.534, 2.275, -2.503], [-2.851, 1.758, -1.767], [3.637, 0.980, 0.712], [4.212, 2.345, 0.161], [3.608, 1.616, -0.002]],
  "max_force_ev_per_a": 4.08,
  "e_lumo_ev": -2.34,
  "homo_ha": -0.4143,
  "mol_weight_g_mol": 351.37,
  "charge": 1,
  "energy_ev": -37455.8921,
  "orbital_gap_ev": 8.93,
  "relative_energy_kj_mol": 488.31
}